[1]
This record from OMol25 describes a structure of composition C28H23F9N2O2PS2Sn at a distorted geometry. The level of theory is the ωB97M-V functional and the def2-TZVPD basis.

CARTESIAN COORDINATES (ANGSTROEM)
1 Sn -0.471 -0.754 -0.065
2 N 2.096 -0.640 0.012
3 C 3.241 -0.569 -0.167
4 N 4.515 -0.520 -0.258
5 C 5.258 -0.666 -1.503
6 C 5.996 0.650 -1.796
7 O 6.788 1.032 -0.697
8 C 6.019 1.242 0.459
9 C 5.311 -0.053 0.873
10 H 4.581 -0.929 -2.315
11 H 5.991 -1.468 -1.366
12 H 5.276 1.446 -2.049
13 H 6.683 0.518 -2.633
14 H 5.276 2.032 0.274
15 H 6.709 1.561 1.240
16 H 4.668 0.102 1.740
17 H 6.057 -0.819 1.104
18 C -4.604 1.672 -1.763
19 O -4.364 0.580 -0.887
20 C -3.184 0.323 -0.435
21 S -3.045 -1.079 0.499
22 S -1.822 1.325 -0.749
23 H -5.680 1.696 -1.918
24 H -4.098 1.508 -2.719
25 H -4.260 2.612 -1.325
26 F 1.481 -5.506 6.210
27 C 0.423 -5.420 5.387
28 F -0.664 -5.686 6.120
29 F 0.546 -6.402 4.486
30 C 0.347 -4.061 4.735
31 C -0.247 -3.010 5.422
32 C -0.350 -1.770 4.820
33 C 0.148 -1.578 3.535
34 C 0.770 -2.632 2.870
35 C 0.875 -3.875 3.465
36 P -0.002 0.002 2.628
37 C -1.518 0.749 3.300
38 C -1.602 2.132 3.424
39 C -2.795 2.722 3.800
40 C -3.908 1.926 4.038
41 C -3.828 0.544 3.931
42 C -2.635 -0.043 3.554
43 C -5.239 2.564 4.346
44 F -5.116 3.766 4.918
45 F -5.996 1.812 5.152
46 F -5.946 2.745 3.213
47 C 1.330 0.994 3.414
48 C 2.342 1.535 2.629
49 C 3.392 2.217 3.217
50 C 3.428 2.367 4.598
51 C 2.408 1.853 5.388
52 C 1.364 1.167 4.794
53 C 4.584 3.126 5.207
54 F 4.428 4.452 5.077
55 F 5.738 2.815 4.592
56 F 4.753 2.877 6.506
57 H -0.645 -3.175 6.412
58 H -0.844 -0.968 5.347
59 H 1.170 -2.470 1.874
60 H 1.340 -4.701 2.948
61 H -0.732 2.743 3.227
62 H -2.858 3.793 3.909
63 H -4.692 -0.068 4.137
64 H -2.576 -1.117 3.452
65 H 2.297 1.417 1.556
66 H 4.193 2.623 2.615
67 H 2.431 1.970 6.459
68 H 0.575 0.771 5.414

As for the LUMO energy: -3.151 eV. As for the HOMO energy: -11.539 eV. For the frontier orbital gap, the calculation gives 0.3083 Ha. The energy above the lowest of the compared OMol25 structures with the same formula, charge and spin is 0.0 kcal/mol. As for the electronic energy: -3591.4585 a.u. As for the total charge: +1.



[2]
This record from OMol25 describes a structure of composition C28H23MnN7SSe. The level of theory is the ωB97M-V functional and the def2-TZVPD basis.

CARTESIAN COORDINATES (ANGSTROEM)
1 Mn 0.789 1.703 -0.765
2 C -3.266 -3.773 -1.805
3 C -2.207 -2.822 -1.309
4 C -2.034 -2.582 0.057
5 C -1.104 -1.673 0.515
6 C -0.270 -0.946 -0.352
7 N 0.639 0.002 0.119
8 C 1.445 -0.399 1.173
9 C 1.861 -1.736 1.314
10 C 2.680 -2.160 2.339
11 C 3.183 -1.268 3.287
12 C 4.140 -1.710 4.367
13 C 2.810 0.053 3.146
14 C 1.945 0.472 2.136
15 N 1.622 1.875 2.110
16 C 1.593 2.711 3.166
17 C 1.602 4.000 2.682
18 C 1.635 3.842 1.290
19 N 1.625 2.558 0.952
20 C -0.455 -1.200 -1.703
21 C -1.405 -2.106 -2.175
22 N 0.308 -0.475 -2.668
23 C 0.873 -0.945 -3.794
24 C 1.266 0.137 -4.546
25 C 0.892 1.246 -3.781
26 N 0.310 0.880 -2.645
27 H -3.324 -4.663 -1.176
28 H -3.061 -4.098 -2.827
29 H -4.256 -3.308 -1.799
30 H -2.652 -3.112 0.775
31 H -0.995 -1.502 1.580
32 H 1.526 -2.449 0.571
33 H 2.969 -3.206 2.382
34 H 3.923 -2.728 4.694
35 H 4.081 -1.060 5.242
36 H 5.175 -1.693 4.016
37 H 3.217 0.794 3.826
38 H 1.596 2.329 4.173
39 H 1.605 4.913 3.252
40 H 1.665 4.592 0.513
41 H -1.517 -2.226 -3.249
42 H 0.963 -2.007 -3.960
43 H 1.783 0.126 -5.490
44 H 1.060 2.293 -3.979
45 Se 4.957 0.247 -2.426
46 C 3.540 1.174 -1.864
47 N 2.620 1.794 -1.493
48 S -2.853 2.560 1.754
49 C -1.430 2.902 0.893
50 N -1.281 2.357 -0.270
51 C -2.441 1.595 -0.572
52 C -2.721 0.954 -1.780
53 C -3.907 0.266 -1.903
54 C -4.835 0.211 -0.852
55 C -4.595 0.874 0.329
56 C -3.393 1.576 0.446
57 H -0.681 3.532 1.346
58 H -2.013 1.007 -2.591
59 H -4.128 -0.243 -2.833
60 H -5.756 -0.346 -0.975
61 H -5.316 0.859 1.137

The spin multiplicity is 2. As for the LUMO energy (spin up / spin down): 0.202 / 0.173 eV. As for the HOMO energy (spin up / spin down): -6.813 / -6.840 eV. For the frontier orbital gap (spin up / spin down), the calculation gives 0.2578 / 0.2577 Ha. The energy above the lowest of the compared OMol25 structures with the same formula, charge and spin is 0.0 kcal/mol. As for the electronic energy: -5414.7093 a.u.



[3]
This record from OMol25 describes a cluster of 4 separate species, C28H23NO9 in total at a distorted geometry. The level of theory is the ωB97M-V functional and the def2-TZVPD basis.

CARTESIAN COORDINATES (ANGSTROEM)
1 C 1.927 -5.588 0.699
2 C 2.812 -4.613 0.835
3 C 2.848 -3.498 -0.231
4 C 1.892 -2.350 0.054
5 C 0.577 -2.252 -0.250
6 N -0.210 -3.243 -0.891
7 C -1.213 -3.567 -0.140
8 C -2.586 -3.720 -0.848
9 C -1.175 -3.797 1.368
10 C 0.073 -0.871 0.213
11 O -0.973 -0.493 0.537
12 O 1.269 -0.121 0.188
13 C 2.167 -1.014 0.755
14 O 2.944 -0.850 1.622
15 H 1.224 -5.569 -0.144
16 H 1.882 -6.368 1.469
17 H 3.502 -4.576 1.689
18 H 2.517 -3.930 -1.198
19 H 3.871 -3.119 -0.399
20 H -2.806 -2.727 -1.260
21 H -3.379 -3.968 -0.123
22 H -2.443 -4.497 -1.620
23 H -1.879 -3.070 1.833
24 H -0.183 -3.663 1.829
25 H -1.535 -4.812 1.632
26 C -7.754 -1.477 -3.456
27 C -7.003 -1.697 -2.379
28 C -5.529 -1.806 -2.481
29 O -4.843 -2.009 -1.500
30 C -4.923 -1.660 -3.825
31 C -5.674 -1.440 -4.902
32 C -7.149 -1.330 -4.801
33 O -7.833 -1.128 -5.781
34 H -8.833 -1.394 -3.402
35 H -7.428 -1.805 -1.389
36 H -3.844 -1.742 -3.879
37 H -5.248 -1.331 -5.891
38 C 5.845 4.067 0.172
39 C 5.816 3.088 -0.728
40 C 5.055 1.839 -0.481
41 O 5.029 0.944 -1.302
42 C 4.329 1.723 0.805
43 C 4.359 2.703 1.705
44 C 5.118 3.950 1.459
45 O 5.142 4.845 2.280
46 H 6.394 4.985 0.011
47 H 6.339 3.155 -1.674
48 H 3.776 0.803 0.968
49 H 3.835 2.635 2.650
50 C 0.903 6.324 3.557
51 C 1.550 6.260 2.396
52 C 1.022 5.460 1.265
53 O 1.613 5.399 0.206
54 C -0.254 4.736 1.476
55 C -0.901 4.800 2.638
56 C -0.373 5.600 3.769
57 O -0.963 5.660 4.827
58 H 1.274 6.901 4.395
59 H 2.483 6.782 2.223
60 H -0.624 4.158 0.639
61 H -1.833 4.278 2.810

As for the LUMO energy: -1.761 eV. As for the HOMO energy: -9.034 eV. For the frontier orbital gap, the calculation gives 0.2673 Ha. As for the electronic energy: -1812.4983 a.u.



[4]
This record from OMol25 describes a structure of composition C28H24AsFN7O10SV at a distorted geometry. The level of theory is the ωB97M-V functional and the def2-TZVPD basis.

CARTESIAN COORDINATES (ANGSTROEM)
1 V 0.725 -0.401 0.128
2 C 3.204 1.626 4.676
3 C 2.105 0.920 5.146
4 C 1.351 0.148 4.286
5 C 1.680 0.072 2.922
6 C 2.790 0.786 2.456
7 C 3.538 1.550 3.331
8 N 0.885 -0.643 2.034
9 N -0.035 -1.399 2.611
10 C -0.985 -1.823 1.778
11 C -2.011 -2.690 2.207
12 C -3.013 -3.016 1.327
13 C -2.983 -2.486 0.032
14 C -1.938 -1.666 -0.332
15 N -0.952 -1.333 0.508
16 H 3.792 2.235 5.351
17 H 1.829 0.976 6.192
18 H 0.489 -0.399 4.635
19 H 3.043 0.733 1.406
20 H 4.395 2.099 2.962
21 H -1.979 -3.070 3.217
22 H -3.818 -3.672 1.630
23 H -3.759 -2.702 -0.686
24 H -1.884 -1.255 -1.328
25 O 4.374 0.688 -2.367
26 As 2.588 0.273 -2.224
27 O 1.855 1.496 -2.982
28 O 2.516 0.183 -0.568
29 C 2.787 -1.378 -3.254
30 C 3.645 -1.414 -4.343
31 C 3.810 -2.602 -5.038
32 C 3.125 -3.747 -4.649
33 C 2.245 -3.705 -3.579
34 C 2.093 -2.515 -2.891
35 S 0.847 -2.244 -1.648
36 O 1.469 -2.253 -0.315
37 O -0.145 -3.275 -1.806
38 O 0.367 -0.883 -1.976
39 H 4.657 0.831 -1.457
40 H 4.158 -0.503 -4.624
41 H 4.478 -2.638 -5.887
42 H 3.269 -4.671 -5.191
43 H 1.663 -4.567 -3.285
44 F -5.590 3.785 2.313
45 C -5.144 2.996 1.274
46 C -3.509 3.860 0.080
47 N -3.371 3.176 -1.203
48 C -0.985 2.593 -1.256
49 C -0.354 2.372 0.128
50 O -0.436 3.217 1.003
51 O 0.200 1.213 0.287
52 C -5.272 1.458 -1.163
53 O -5.196 0.685 -2.090
54 N -5.849 1.052 0.029
55 C -5.961 1.731 1.226
56 O -6.665 1.321 2.118
57 H -2.910 4.758 0.195
58 H -1.023 3.657 -1.478
59 H -0.368 2.073 -1.991
60 H -6.254 0.122 0.017
61 N -5.884 4.964 -0.230
62 C -5.048 3.824 -0.041
63 C -3.589 2.886 1.275
64 C -3.083 1.511 0.950
65 N -2.617 1.128 -0.153
66 C -2.448 2.059 -1.249
67 C -4.834 2.905 -1.264
68 H -5.628 5.706 0.411
69 H -6.855 4.724 -0.063
70 H -3.146 3.247 2.202
71 H -3.152 0.765 1.742
72 H -2.649 1.503 -2.168
73 H -5.244 3.311 -2.193

The spin multiplicity is 2. As for the LUMO energy (spin up / spin down): 2.268 / 2.186 eV. As for the HOMO energy (spin up / spin down): -3.961 / -3.999 eV. For the frontier orbital gap (spin up / spin down), the calculation gives 0.2289 / 0.2273 Ha. The energy above the lowest of the compared OMol25 structures with the same formula, charge and spin is 68.9 kcal/mol. As for the electronic energy: -5895.0748 a.u. As for the total charge: -1.



[5]
This record from OMol25 describes a structure of composition C28H24BeI2N4OPS at a distorted geometry. The level of theory is the ωB97M-V functional and the def2-TZVPD basis.

CARTESIAN COORDINATES (ANGSTROEM)
1 Be 0.187 -0.825 0.696
2 N 1.732 0.010 1.676
3 C 1.656 1.426 1.907
4 C 2.331 2.050 2.947
5 C 2.217 3.420 3.117
6 C 1.447 4.175 2.246
7 C 0.764 3.559 1.215
8 C 0.859 2.182 1.050
9 P -0.027 1.228 -0.206
10 C -1.536 2.201 -0.495
11 C -1.991 2.508 -1.774
12 C -3.156 3.238 -1.935
13 C -3.881 3.649 -0.827
14 C -3.450 3.311 0.447
15 C -2.289 2.581 0.615
16 C 1.003 1.544 -1.674
17 C 1.664 0.474 -2.269
18 C 2.463 0.681 -3.379
19 C 2.593 1.953 -3.909
20 C 1.954 3.025 -3.307
21 C 1.170 2.829 -2.185
22 H 2.567 -0.219 1.141
23 H 1.804 -0.484 2.565
24 H 2.943 1.471 3.625
25 H 2.721 3.902 3.939
26 H 1.370 5.243 2.376
27 H 0.133 4.132 0.551
28 H -1.428 2.196 -2.642
29 H -3.498 3.486 -2.928
30 H -4.781 4.229 -0.956
31 H -4.023 3.615 1.310
32 H -1.948 2.312 1.606
33 H 1.552 -0.519 -1.858
34 H 2.976 -0.153 -3.834
35 H 3.202 2.112 -4.784
36 H 2.063 4.016 -3.720
37 H 0.686 3.672 -1.717
38 I -0.594 -3.782 4.270
39 C -1.470 -3.685 2.360
40 C -2.360 -4.656 1.895
41 C -2.839 -4.619 0.606
42 I -4.221 -6.099 -0.005
43 C -2.422 -3.612 -0.297
44 C -2.754 -3.479 -1.660
45 C -2.254 -2.419 -2.380
46 C -1.391 -1.505 -1.765
47 N -1.033 -1.622 -0.508
48 C -1.550 -2.626 0.221
49 C -1.091 -2.627 1.559
50 O -0.297 -1.656 1.913
51 H -2.667 -5.442 2.569
52 H -3.396 -4.210 -2.133
53 H -2.496 -2.293 -3.423
54 H -0.976 -0.672 -2.317
55 N 2.022 -4.592 1.393
56 C 2.504 -3.406 1.033
57 N 3.588 -2.934 1.663
58 S 1.809 -2.518 -0.218
59 H 2.477 -5.168 2.085
60 H 1.192 -4.951 0.953
61 H 4.111 -3.510 2.305
62 H 4.062 -2.146 1.254

As for the LUMO energy: -2.784 eV. As for the HOMO energy: -10.215 eV. For the frontier orbital gap, the calculation gives 0.2731 Ha. As for the electronic energy: -2725.3276 a.u. As for the total charge: +1.



[6]
This record from OMol25 describes a structure of composition C28H24BeIN2S2 at a distorted geometry. The level of theory is the ωB97M-V functional and the def2-TZVPD basis.

CARTESIAN COORDINATES (ANGSTROEM)
1 Be -0.080 -0.026 0.000
2 I -0.446 0.952 -2.227
3 C -1.635 -0.812 -2.482
4 C -2.254 -0.995 -3.680
5 C -3.046 -2.149 -3.850
6 C -3.177 -3.045 -2.828
7 C -2.526 -2.845 -1.587
8 C -2.656 -3.767 -0.525
9 C -2.018 -3.551 0.663
10 C -1.223 -2.402 0.843
11 C -1.049 -1.459 -0.145
12 C -1.717 -1.690 -1.383
13 H -2.153 -0.286 -4.490
14 H -3.546 -2.308 -4.795
15 H -3.787 -3.931 -2.956
16 H -3.273 -4.645 -0.673
17 H -2.122 -4.261 1.473
18 H -0.730 -2.262 1.801
19 S -0.471 1.322 1.626
20 C 1.038 2.065 1.524
21 N 1.230 3.348 1.777
22 C 2.581 3.907 1.713
23 C 3.532 2.903 2.311
24 N 3.429 1.663 1.546
25 C 4.695 1.021 1.172
26 C 5.437 1.876 0.170
27 C 4.903 2.091 -1.097
28 C 5.576 2.886 -2.011
29 C 6.789 3.469 -1.667
30 C 7.327 3.255 -0.408
31 C 6.651 2.463 0.509
32 C 2.237 1.232 1.155
33 S 2.022 -0.216 0.332
34 C 0.176 4.258 2.237
35 C 0.360 4.575 3.705
36 C 0.235 3.566 4.657
37 C 0.424 3.848 6.000
38 C 0.735 5.140 6.404
39 C 0.855 6.148 5.461
40 C 0.672 5.866 4.114
41 H 2.600 4.838 2.275
42 H 2.851 4.111 0.674
43 H 3.265 2.716 3.356
44 H 4.556 3.263 2.264
45 H 4.482 0.042 0.757
46 H 5.289 0.892 2.078
47 H 3.966 1.622 -1.381
48 H 5.162 3.041 -2.999
49 H 7.316 4.086 -2.383
50 H 8.276 3.700 -0.138
51 H 7.075 2.288 1.492
52 H -0.788 3.792 2.059
53 H 0.242 5.170 1.642
54 H -0.027 2.559 4.350
55 H 0.317 3.061 6.736
56 H 0.878 5.360 7.453
57 H 1.089 7.158 5.772
58 H 0.759 6.659 3.380

As for the LUMO energy: -4.462 eV. As for the HOMO energy: -10.288 eV. For the frontier orbital gap, the calculation gives 0.2141 Ha. The energy above the lowest of the compared OMol25 structures with the same formula, charge and spin is 2.2 kcal/mol. As for the electronic energy: -2299.5964 a.u. As for the total charge: +1.



[7]
This record from OMol25 describes a structure of composition C28H24Br2N6O3S3W. The level of theory is the ωB97M-V functional and the def2-TZVPD basis.

CARTESIAN COORDINATES (ANGSTROEM)
1 W -1.276 0.095 -0.692
2 S 1.150 0.281 -0.773
3 C 1.459 1.855 -1.475
4 C 2.780 2.295 -1.548
5 C 3.115 3.527 -2.089
6 C 4.492 3.939 -2.118
7 N 5.600 4.249 -2.122
8 C 2.094 4.351 -2.589
9 C 0.780 3.918 -2.532
10 C 0.427 2.682 -1.977
11 S -1.258 2.225 -1.943
12 C 2.395 5.637 -3.161
13 N 2.624 6.669 -3.614
14 H 3.564 1.657 -1.159
15 H -0.005 4.553 -2.922
16 O -1.684 1.316 0.936
17 N -2.633 0.812 1.729
18 C -2.442 0.936 3.053
19 C -3.412 0.528 3.931
20 C -4.588 -0.027 3.424
21 C -4.739 -0.175 2.066
22 C -3.729 0.225 1.180
23 S -3.781 0.007 -0.532
24 H -1.478 1.342 3.322
25 H -3.239 0.629 4.992
26 H -5.370 -0.358 4.094
27 H -5.620 -0.628 1.635
28 C -0.564 -0.317 -4.148
29 C -1.141 -1.540 -3.515
30 C -1.505 -2.650 -4.305
31 C -2.007 -3.787 -3.746
32 C -2.124 -3.873 -2.341
33 C -2.561 -5.009 -1.619
34 Br -3.115 -6.573 -2.551
35 C -2.583 -5.016 -0.254
36 C -2.175 -3.883 0.460
37 Br -2.220 -3.903 2.351
38 C -1.759 -2.721 -0.173
39 O -1.366 -1.660 0.455
40 C -1.738 -2.735 -1.611
41 N -1.296 -1.570 -2.199
42 H -0.307 -0.512 -5.189
43 H 0.325 0.001 -3.603
44 H -1.268 0.514 -4.101
45 H -1.379 -2.587 -5.378
46 H -2.294 -4.627 -4.364
47 H -2.915 -5.893 0.284
48 C 1.920 2.761 1.996
49 N 2.512 1.466 2.263
50 C 3.895 1.487 2.678
51 C 1.655 0.417 2.532
52 O 0.478 0.608 2.793
53 N 2.217 -0.846 2.548
54 C 3.173 -1.263 1.534
55 C 1.319 -1.919 2.952
56 H 2.437 3.240 1.162
57 H 1.988 3.419 2.871
58 H 0.874 2.628 1.734
59 H 4.044 2.273 3.427
60 H 4.567 1.696 1.839
61 H 4.172 0.535 3.123
62 H 3.672 -0.407 1.091
63 H 2.664 -1.796 0.726
64 H 3.920 -1.922 1.984
65 H 0.643 -1.559 3.722
66 H 1.912 -2.749 3.341
67 H 0.705 -2.267 2.116

The spin multiplicity is 4. As for the LUMO energy (spin up / spin down): 2.071 / 1.863 eV. As for the HOMO energy (spin up / spin down): -3.745 / -5.035 eV. For the frontier orbital gap (spin up / spin down), the calculation gives 0.2137 / 0.2535 Ha. The energy above the lowest of the compared OMol25 structures with the same formula, charge and spin is 0.0 kcal/mol. As for the electronic energy: -8045.5185 a.u. As for the total charge: -1.